Formula: C38H94Cu2N6O2
Source: the Open Molecules 2025 dataset
Level of theory: ωB97M-V/def2-TZVPD

```
142
C38H94Cu2N6O2 | the Open Molecules 2025 dataset | ωB97M-V/def2-TZVPD
Cu -3.20676 -20.09728 4.70855
Cu -6.95277 -22.78339 4.55888
O -5.26760 -20.94419 4.23387
C -5.93218 -20.27992 3.17711
C -6.70953 -21.17000 2.06027
O -7.72511 -22.11426 2.44378
H -5.15578 -19.72726 2.64807
H -6.68526 -19.58701 3.55243
H -5.92445 -21.71087 1.53188
H -7.01835 -20.45869 1.29426
C -4.06610 -20.72746 7.90933
C -3.16905 -19.43049 7.87082
N -3.30769 -18.69045 6.61400
C -2.34152 -17.53753 6.55305
C -0.93500 -17.88754 6.08452
C -4.69392 -18.13697 6.56156
C -4.98423 -17.31402 5.36415
H -3.92252 -21.32254 7.00746
H -5.12619 -20.47405 7.89885
H -3.86798 -21.20477 8.86902
H -3.49873 -18.81100 8.70487
H -2.10949 -19.66346 7.97655
H -2.32217 -17.01653 7.51027
H -2.67234 -16.75802 5.86675
H -0.23031 -17.06089 6.17494
H -0.89754 -18.16526 5.03117
H -0.46806 -18.67285 6.67895
H -5.49155 -18.87987 6.55752
H -4.84569 -17.44813 7.39255
H -4.60750 -17.62136 4.38860
H -6.05519 -17.23926 5.17561
H -4.69813 -16.27969 5.55493
C -5.71926 -18.10382 -0.25058
C -4.75991 -16.90393 0.02910
N -5.40379 -15.53583 -0.04030
C -6.31433 -15.38040 1.09563
C -6.55749 -13.90302 1.48177
C -6.07280 -15.20011 -1.27950
C -5.10185 -15.24067 -2.49387
H -5.21103 -19.05337 -0.08276
H -6.24149 -18.05716 -1.20619
H -6.56951 -18.05888 0.42998
H -4.27430 -17.07533 0.98979
H -3.99739 -16.96321 -0.74752
H -7.26800 -15.89397 0.97376
H -5.87714 -15.89847 1.94919
H -6.97411 -13.38560 0.61759
H -7.26113 -13.73730 2.29757
H -5.57738 -13.45751 1.65207
H -6.39666 -14.16135 -1.21459
H -6.92788 -15.82305 -1.54196
H -5.54101 -14.68801 -3.32440
H -4.87770 -16.24458 -2.85445
H -4.16979 -14.76482 -2.18902
C -3.65305 -25.59304 3.20002
C -4.70612 -24.55846 3.62698
N -5.64314 -25.01330 4.62578
C -6.42777 -26.20998 4.30529
C -7.25633 -25.93542 3.01682
C -4.93754 -25.28028 5.88407
C -4.38351 -24.00596 6.55456
H -2.88784 -25.73927 3.96237
H -3.16830 -25.20066 2.30607
H -4.02180 -26.56970 2.88655
H -4.15847 -23.65429 3.89282
H -5.23129 -24.21242 2.73673
H -5.73612 -27.04119 4.16810
H -7.13137 -26.41178 5.11296
H -7.55916 -24.89182 2.93153
H -6.65112 -26.15955 2.13841
H -8.20467 -26.47163 2.98192
H -4.08804 -25.95388 5.77128
H -5.65898 -25.69424 6.58854
H -4.06908 -24.13437 7.59028
H -5.14339 -23.23000 6.64702
H -3.60977 -23.56076 5.92906
C -0.76711 -22.38553 5.15683
C -0.28513 -21.58752 3.98637
N -1.38942 -20.75972 3.37008
C -2.30811 -21.64600 2.49420
C -1.63441 -22.35776 1.34134
C -0.83966 -19.61189 2.63529
C -1.91984 -18.64615 2.12909
H -1.24732 -21.81010 5.94826
H 0.07718 -22.90504 5.61003
H -1.46297 -23.19242 4.92701
H 0.53857 -20.95249 4.31247
H 0.17837 -22.21953 3.22886
H -2.66317 -22.42150 3.17290
H -3.24856 -21.17850 2.20247
H -2.44719 -22.88161 0.83827
H -1.15786 -21.66361 0.64912
H -0.84762 -23.08695 1.53456
H -0.24969 -19.87241 1.75656
H -0.24119 -19.00972 3.31890
H -2.49696 -19.13000 1.34111
H -1.42800 -17.79241 1.66291
H -2.63924 -18.25798 2.85013
C -7.98945 -24.17478 8.44147
C -8.18952 -22.77559 7.79125
N -8.59092 -22.72331 6.36452
C -9.65471 -23.68671 6.05014
C -10.13127 -23.81285 4.61536
C -9.01074 -21.34840 5.95019
C -8.09635 -20.22081 6.47508
H -7.11770 -24.69095 8.03932
H -8.87617 -24.80697 8.39496
H -7.62951 -23.99399 9.45432
H -8.91987 -22.22586 8.38496
H -7.28066 -22.18648 7.91383
H -10.46346 -23.50281 6.75739
H -9.25208 -24.65986 6.33115
H -10.74650 -24.69240 4.42565
H -9.29029 -24.00279 3.94846
H -10.67721 -22.91880 4.31417
H -8.99914 -21.27303 4.86286
H -10.05964 -21.12152 6.14102
H -7.02923 -20.44081 6.44402
H -8.30031 -19.39760 5.79037
H -8.38398 -20.02665 7.50837
C -0.17570 -13.31038 -0.32939
C -1.37749 -13.68427 0.49729
N -1.25308 -13.44919 1.96098
C -2.52965 -13.69033 2.69853
C -3.01822 -15.12772 2.79074
C 0.00303 -13.97399 2.58436
C 0.11165 -13.73191 4.08489
H 0.60490 -14.05917 -0.19490
H 0.25933 -12.36503 -0.00509
H -0.38521 -13.21356 -1.39468
H -2.29857 -13.20730 0.16228
H -1.58182 -14.75124 0.40830
H -2.35432 -13.37201 3.72615
H -3.31044 -13.04478 2.29634
H -3.34657 -15.52179 1.82897
H -2.29086 -15.81952 3.21555
H -3.91896 -15.14023 3.40442
H 0.87112 -13.63720 2.01771
H 0.00449 -15.05163 2.42066
H -0.78429 -14.04084 4.62338
H 0.25862 -12.68886 4.36514
H 0.91435 -14.29477 4.56128
```

The calculation puts the LUMO energy at 0.49 eV. For the HOMO energy, the calculation gives -6.1 eV. For the HOMO-LUMO gap, the calculation gives 6.60 eV.